Entry 1:
F2H2N2 | ωB97M-V/def2-TZVPD

Last column: Mulliken charge in e.
Element x y z (Å)
1 N -0.299 0.477 -0.509  -0.376
2 N 0.328 0.040 0.614  0.222
3 F 1.095 -1.147 0.336  -0.214
4 F -0.476 -0.384 1.611  -0.132
5 H -0.736 -0.271 -1.049  0.220
6 H 0.089 1.286 -1.003  0.279

Structure (SMILES): NN(F)F
Charge: 0
Multiplicity: 1



Entry 2:
F2H2O2Si | ωB97M-V/def2-TZVPD

Last column: Mulliken charge in e.
Element x y z (Å)
1 O 0.129 0.237 1.310  -0.385
2 O 0.107 0.140 -1.360  -0.400
3 F 2.764 0.750 -0.123  -0.594
4 F 1.214 -1.828 0.051  -0.208
5 Si 0.806 -0.303 -0.014  0.877
6 H 0.487 0.076 2.182  0.343
7 H 0.556 0.694 -2.000  0.366

Charge: 0
Multiplicity: 1



What did we get for LUMO? Answer: 1.00, -0.05 eV, in the order shown.
What did we get for energy relative to the best compared isomer or geometry (same formula, charge and spin)? Answer: 1.524, 2.495 eV, in the order shown.